DFT (wB97M-V/def2-TZVPD) results for a cluster of 2 separate species, C5H14O in total.

XYZ file:
```
20
Properties=species:S:1:pos:R:3:forces:R:3
O -1.30329 -1.07990 -0.13380 -2.32 0.87 4.03
C 0.02009 -2.65756 0.82841 2.30 -1.34 -0.01
C 0.37532 2.87099 -1.45536 0.22 -0.43 1.52
C 1.29149 1.78788 -1.94314 1.92 -1.08 0.28
C -0.35228 -1.22240 0.98289 -0.34 0.56 -2.41
C -1.12736 -0.79385 2.15198 -1.24 0.40 1.92
H -0.97658 -1.09542 -0.97024 2.15 -0.22 -3.45
H -0.65820 2.69669 -1.58842 -1.15 -0.37 -0.33
H 0.52835 2.92968 -0.38101 -0.24 0.31 0.24
H 0.44833 -3.22297 1.63645 1.20 0.70 1.12
H -1.74373 0.00114 1.72701 -0.39 -0.10 0.44
H 0.58801 3.84433 -1.84012 0.32 0.52 -0.49
H 0.94731 0.84338 -2.35552 -0.91 0.41 -0.62
H 0.38535 -0.39928 0.83057 0.39 -1.24 -0.07
H 2.00580 2.24139 -2.60815 0.27 -0.20 -0.73
H -1.76349 -1.61391 2.55698 0.27 0.67 -0.24
H -0.78070 -3.37036 0.75409 -1.26 0.52 -0.98
H 1.95882 1.33235 -1.17464 -0.45 0.82 0.15
H 0.73854 -2.79039 -0.01511 -0.73 -0.01 0.41
H -0.58179 -0.30179 2.99715 -0.01 -0.79 -0.78
```
Positions in Å, forces in eV/Å.

Output
Energy = -274.07640 hartree
Energy above the lowest of the compared OMol25 structures with the same formula, charge and spin = 1.787 eV
Gap between HOMO and LUMO = 11.13 eV
2S+1 = 1
HOMO energy = -10.24 eV
SMILES = CC(C)O.CC

Charges computed using Löwdin, reported in e: -0.063, -0.074, -0.162, -0.181, -0.464, -0.076, 0.019, 0.049, 0.064, 0.066, 0.083, 0.057, 0.055, 0.143, 0.052, 0.096, 0.079, 0.068, 0.094, 0.095